No. 1
{
  "formula": "C4H9N4",
  "method": "ωB97M-V with the def2-TZVPD basis set",
  "smiles": "[H]/N=N/N=C\\[NH+]=C/CC",
  "e_lumo_ha": [-0.1789, -0.1789],
  "de_lowest_kj_mol": 503.68,
  "orbital_gap_ev": [8.60, 8.60],
  "homo_ev": [-13.463, -13.463],
  "charge": 1,
  "symbols": ["C", "C", "C", "C", "N", "N", "N", "N", "H", "H", "H", "H", "H", "H", "H", "H", "H"],
  "coordinates": [[-1.155, -1.199, -0.557], [0.276, 0.105, 0.828], [2.047, -0.265, -0.580], [0.937, 0.859, -0.236], [-2.118, -0.348, -0.779], [-2.600, 0.487, 0.020], [-2.113, 1.524, 0.399], [-0.414, -1.010, 0.662], [-1.033, -2.007, -1.160], [0.607, 0.198, 1.901], [1.661, -0.946, -1.302], [2.314, -0.889, 0.256], [2.794, 0.289, -0.978], [0.695, 1.135, -1.250], [1.394, 1.712, 0.234], [-2.679, 2.021, 1.238], [-0.613, -1.665, 1.307]],
  "atomic_forces_ev_per_a": [[-2.0, 4.0, 1.7], [-0.7, -1.7, 1.0], [-2.3, -0.4, 1.6], [1.6, -1.0, 0.5], [2.0, -2.4, -2.3], [-2.1, -0.3, 2.5], [0.7, 2.9, 2.1], [0.4, 3.3, -4.0], [0.6, -2.1, -1.6], [-0.2, 0.4, -1.3], [-0.5, -0.3, -0.7], [0.6, 0.2, 0.4], [2.8, 1.3, -1.1], [-1.7, 0.0, 0.2], [0.3, 0.3, 0.1], [0.8, -1.7, -2.6], [-0.3, -2.3, 3.5]],
  "nbo_charge": [0.123, 0.328, -0.542, -0.506, -0.126, 0.076, -0.356, -0.507, 0.226, 0.256, 0.219, 0.216, 0.240, 0.295, 0.256, 0.376, 0.428]
}

---

No. 2
{
  "formula": "C21H25N3O8S",
  "method": "ωB97M-V with the def2-TZVPD basis set",
  "smiles": "CCN(CC)S(=O)(=O)c1ccc(O)c(C(=O)OCC(=O)Nc2cc(C)c(C)cc2[N+](=O)[O-])c1",
  "e_lumo_ha": -0.0350,
  "de_lowest_kj_mol": 0.00,
  "orbital_gap_ev": 8.05,
  "homo_ev": -9.000,
  "charge": 0,
  "symbols": ["C", "H", "H", "C", "N", "S", "O", "O", "C", "C", "C", "C", "C", "C", "H", "H", "O", "H", "C", "O", "O", "C", "H", "C", "O", "N", "C", "C", "C", "C", "C", "C", "N", "O", "O", "H", "C", "H", "H", "H", "C", "H", "H", "H", "H", "H", "H", "H", "C", "C", "H", "H", "H", "H", "H", "H", "H", "H"],
  "coordinates": [[3.612, -1.992, -2.901], [4.302, -1.993, -2.061], [3.522, -0.974, -3.272], [2.237, -2.505, -2.486], [2.256, -3.915, -2.168], [0.884, -4.777, -2.522], [0.377, -4.287, -3.769], [1.202, -6.169, -2.399], [-0.289, -4.354, -1.230], [-0.910, -3.130, -1.266], [-1.744, -2.738, -0.217], [-1.949, -3.610, 0.874], [-1.325, -4.866, 0.867], [-0.498, -5.229, -0.171], [-0.003, -6.187, -0.191], [-1.507, -5.525, 1.701], [-2.714, -3.291, 1.915], [-3.057, -2.376, 1.790], [-2.375, -1.413, -0.210], [-3.060, -0.988, 0.707], [-2.147, -0.707, -1.322], [-2.548, 0.645, -1.270], [-2.444, 1.036, -2.284], [-1.628, 1.401, -0.299], [-0.692, 0.860, 0.238], [-2.010, 2.698, -0.159], [-1.435, 3.692, 0.616], [-0.331, 3.446, 1.430], [0.254, 4.429, 2.208], [-0.269, 5.734, 2.192], [-1.361, 5.992, 1.394], [-1.958, 5.004, 0.604], [-3.079, 5.402, -0.175], [-3.445, 6.556, -0.113], [-3.640, 4.570, -0.887], [-1.789, 6.983, 1.358], [0.341, 6.819, 3.020], [0.311, 6.556, 4.076], [1.385, 6.967, 2.746], [-0.191, 7.755, 2.879], [1.435, 4.098, 3.058], [2.288, 4.714, 2.779], [1.215, 4.300, 4.106], [1.707, 3.052, 2.953], [0.072, 2.447, 1.447], [-2.825, 3.026, -0.685], [-3.588, 0.729, -0.934], [-0.759, -2.476, -2.108], [3.046, -4.385, -1.055], [2.741, -3.715, 0.285], [3.008, -2.661, 0.264], [3.322, -4.198, 1.066], [1.686, -3.801, 0.534], [4.104, -4.251, -1.300], [2.846, -5.456, -0.996], [1.852, -1.910, -1.645], [1.547, -2.411, -3.325], [4.017, -2.620, -3.690]],
  "atomic_forces_ev_per_a": [[-0.3, -0.2, 0.1], [0.1, 0.0, 0.1], [0.0, 0.1, 0.0], [0.0, 0.5, -0.3], [-0.8, -0.6, -0.5], [0.0, 0.1, 0.1], [-0.1, 0.3, 0.1], [0.0, 0.0, 0.3], [0.5, -0.2, -0.7], [-0.1, 0.1, 0.1], [0.1, -0.1, 0.0], [0.2, 0.1, -0.4], [-0.1, 0.1, 0.0], [-0.1, 0.0, 0.1], [0.0, -0.1, 0.1], [0.0, -0.1, 0.1], [-0.2, 0.1, 0.2], [0.1, -0.2, -0.1], [-0.2, -0.1, 0.3], [0.1, 0.0, -0.2], [0.0, 0.0, -0.2], [-0.1, 0.1, 0.2], [0.0, 0.0, 0.1], [-0.2, -0.1, -0.2], [0.2, -0.1, 0.0], [-0.5, 0.1, -0.3], [-0.1, 0.3, 0.0], [0.1, -0.1, 0.1], [-0.3, 0.1, -0.2], [-0.1, -0.2, -0.1], [-0.1, -0.1, -0.1], [1.2, -0.3, 0.8], [-0.6, 0.4, -0.4], [-0.1, 0.0, -0.1], [-0.2, 0.0, -0.2], [0.0, 0.0, 0.0], [0.0, 0.0, 0.0], [0.0, 0.1, 0.1], [0.1, 0.1, 0.0], [0.0, 0.1, 0.0], [0.0, 0.0, 0.0], [0.1, 0.0, 0.0], [0.0, 0.0, 0.1], [0.1, -0.1, 0.0], [0.0, 0.0, 0.0], [0.3, -0.2, 0.2], [0.2, 0.0, -0.1], [0.0, 0.1, -0.1], [0.2, -0.3, 0.5], [0.1, 0.0, -0.3], [0.0, 0.1, 0.1], [0.1, 0.0, 0.1], [0.0, 0.0, 0.1], [-0.1, -0.1, 0.0], [0.3, 0.0, 0.1], [0.0, 0.0, -0.1], [0.1, 0.2, 0.1], [0.1, 0.0, -0.1]],
  "nbo_charge": [-0.614, 0.201, 0.218, -0.233, -0.680, 2.344, -0.941, -0.943, -0.387, -0.118, -0.294, 0.468, -0.304, -0.136, 0.246, 0.233, -0.668, 0.517, 0.816, -0.639, -0.480, -0.177, 0.225, 0.672, -0.587, -0.637, 0.276, -0.271, 0.059, -0.031, -0.156, -0.055, 0.535, -0.360, -0.432, 0.246, -0.631, 0.220, 0.220, 0.223, -0.639, 0.226, 0.227, 0.227, 0.258, 0.440, 0.223, 0.252, -0.231, -0.633, 0.205, 0.219, 0.213, 0.199, 0.235, 0.181, 0.236, 0.218]
}